C6H15N5O | the ωB97M-V functional and the def2-TZVPD basis

```
27
Properties=species:S:1:pos:R:3:forces:R:3
C 2.381417 1.110794 -1.439756 0.840 1.828 -3.854
N 1.092846 1.078671 -2.267390 0.111 0.046 -0.407
C 0.592187 -0.367296 -2.431231 -0.126 -0.355 -0.566
C 0.255981 -1.025971 -1.040519 1.529 -0.228 -1.460
O -0.093975 -2.349867 -1.198664 0.168 -1.086 0.342
C -0.675229 -0.310803 -0.178428 0.217 1.455 -0.065
N -0.542287 0.942706 -0.007904 1.056 -0.701 -1.775
N -1.439578 1.610412 0.686485 -1.730 0.474 2.279
C -1.810521 1.158413 1.830102 0.722 -0.127 -1.317
C -1.277986 -0.069614 2.448724 1.089 1.401 1.092
N 0.032740 -0.158155 2.676087 -0.292 -0.274 0.359
N -2.077666 -0.983317 2.924826 0.598 -0.431 0.957
H 3.008870 2.047871 -1.554228 -1.759 -0.300 0.974
H 2.084390 0.716217 -0.545429 0.157 -0.378 2.560
H 3.068748 0.519163 -2.005490 0.228 -1.397 0.041
H 0.312308 1.558138 -1.746495 0.917 -0.088 -0.420
H 1.250613 1.537436 -3.201978 -0.378 -0.597 1.059
H 1.384700 -1.036917 -2.938089 -1.250 1.328 0.738
H -0.346809 -0.307087 -3.053153 1.040 -0.127 0.492
H 1.211903 -1.038086 -0.489827 -0.147 -0.295 -0.048
H -0.697823 -2.623804 -1.901644 -0.013 0.642 -0.074
H -1.347217 -0.872063 0.421301 -1.208 -0.724 -0.214
H -2.556014 1.643139 2.395085 -0.914 0.827 0.360
H 0.230395 -0.998150 3.169647 0.982 -0.642 0.475
H 0.657095 0.616151 2.917534 -0.566 -0.057 -0.646
H -3.080257 -0.780180 2.894821 0.340 -0.755 0.157
H -1.618831 -1.617799 3.635617 -1.613 0.560 -1.039
```
Forces are in eV/Å.

Summary:
Calculated total energy   -585.949109 hartree
Maximum force   4.35 eV Å⁻¹
Multiplicity   1
HOMO energy   -17.539 eV
LUMO energy   -7.98 eV
Charge   +2
Energy above the lowest of the compared OMol25 structures with the same formula, charge and spin   174.4 kJ/mol

Results of the natural (NBO) charge analysis, in e, for atoms 1 through 5: number 1, C, carries -0.423; number 2, N, carries -0.534; number 3, C, carries -0.244; number 4, C, carries 0.018; number 5, O, carries -0.692



C6H15NO | the ωB97M-V functional and the def2-TZVPD basis

```
23
Properties=species:S:1:pos:R:3:forces:R:3
C -0.848898 -1.819982 0.649677 0.078 -0.166 0.183
C -1.613586 -0.918007 1.313661 1.007 -1.120 0.169
C -3.030544 -0.669732 0.985168 0.013 -0.465 -1.853
N -1.103563 -0.149103 2.361789 0.779 -0.861 -0.980
H 0.119021 -2.133899 1.077874 -0.372 0.428 -0.462
H -1.178547 -2.357212 -0.258425 -0.017 0.405 0.829
H -3.063541 0.353007 0.652415 -0.564 0.632 -0.054
H -3.718559 -0.839095 1.803596 -0.035 -0.034 0.215
H -3.297160 -1.312232 0.103848 -0.010 0.579 0.950
H -1.775489 0.099332 3.044061 -0.378 0.233 0.797
H -0.220030 -0.518919 2.709692 -0.456 0.398 0.167
C 1.700010 2.161366 -0.943685 -1.598 1.632 -1.663
C 1.415439 0.706704 -0.880366 -0.306 -1.044 0.083
C 2.369502 -0.132428 -1.755908 0.721 1.269 0.219
O 0.070134 0.568292 -1.380850 -0.741 -2.269 2.251
H 0.965832 2.759888 -0.377814 0.264 -0.452 0.062
H 1.548192 2.542285 -2.013689 0.324 -0.712 1.218
H 2.663302 2.448137 -0.646800 1.518 0.248 0.503
H 1.419402 0.320030 0.180102 0.242 0.438 -0.843
H 3.425795 -0.039505 -1.423562 -0.507 0.267 -0.132
H 2.303387 0.243311 -2.799088 -0.015 -0.462 0.556
H 2.172747 -1.180476 -1.679888 -0.528 -0.662 -0.213
H -0.322846 -0.131762 -0.721807 0.580 1.721 -2.002
```
Forces are in eV/Å.

Summary:
Calculated total energy   -367.567672 hartree
Maximum force   3.28 eV Å⁻¹
Multiplicity   1
HOMO energy   -8.590 eV
LUMO energy   0.87 eV
Energy above the lowest of the compared OMol25 structures with the same formula, charge and spin   167.0 kJ/mol

Results of the natural (NBO) charge analysis, in e, for atoms 1 through 5: number 1, C, carries -0.589; number 2, C, carries 0.221; number 3, C, carries -0.662; number 4, N, carries -0.807; number 5, H, carries 0.199



C6H15NO | the ωB97M-V functional and the def2-TZVPD basis

```
23
Properties=species:S:1:pos:R:3:forces:R:3
C 0.941510 -0.577619 1.510411 0.074 -0.067 -0.178
C 0.191836 0.426745 0.633337 -2.892 1.416 2.015
C 1.053476 1.675271 0.408224 0.053 -0.016 -0.088
N -1.037231 0.945773 1.530009 1.512 -0.282 -0.969
C -0.442771 -0.135804 -0.645622 2.710 -1.433 -1.785
C -1.384931 -1.328436 -0.478537 -0.092 0.093 0.224
C 0.834965 -0.601979 -1.586601 -1.414 0.238 0.072
O -1.139497 0.888069 -1.342890 -0.029 0.134 0.007
H 1.929497 -0.805284 1.098229 -0.152 -0.018 -0.009
H 1.101888 -0.157558 2.509462 -0.146 0.092 -0.261
H 0.400487 -1.517987 1.636037 0.006 0.073 -0.024
H 1.259463 2.165485 1.366167 -0.136 -0.246 -0.091
H 0.564462 2.412322 -0.235086 -0.021 -0.210 0.035
H 2.019584 1.417484 -0.036039 -0.122 -0.036 -0.061
H -1.609803 1.553663 0.937314 0.267 -0.240 0.132
H -1.640882 0.167397 1.789450 0.257 -0.002 -0.128
H -0.937196 -2.142441 0.092983 -0.003 0.028 -0.067
H -1.664210 -1.727399 -1.460900 0.167 0.085 0.079
H -2.319050 -1.025313 0.004054 0.168 0.006 0.059
H 1.163795 0.252679 -2.183498 -0.024 0.039 0.245
H 1.703935 -1.029485 -1.084421 -0.245 0.159 0.339
H 0.509402 -1.365994 -2.299530 -0.141 0.055 0.029
H -1.498730 0.510412 -2.162553 0.202 0.131 0.426
```
Forces are in eV/Å.

Summary:
Calculated total energy   -367.591996 hartree
Maximum force   3.80 eV Å⁻¹
Multiplicity   1
HOMO energy   -9.092 eV
LUMO energy   0.77 eV
Energy above the lowest of the compared OMol25 structures with the same formula, charge and spin   103.2 kJ/mol

Results of the natural (NBO) charge analysis, in e, for atoms 1 through 5: number 1, C, carries -0.625; number 2, C, carries 0.120; number 3, C, carries -0.627; number 4, N, carries -0.861; number 5, C, carries 0.266



C6H15NO | the ωB97M-V functional and the def2-TZVPD basis

```
23
Properties=species:S:1:pos:R:3:forces:R:3
C -1.330867 -1.556645 -0.763264 2.073 -0.755 3.134
C -0.032895 -2.036566 0.000208 -0.667 0.281 1.524
N 1.120602 -2.150060 -0.817553 -0.858 -1.836 5.155
O -0.092620 -2.338740 1.219718 0.899 0.682 -3.726
H -1.469132 -0.511331 -0.812984 0.119 0.909 -0.217
H -2.140991 -2.018991 -0.265913 -0.902 -0.273 0.723
H -1.237447 -2.017248 -1.650962 -0.005 -1.098 -3.653
H 1.994617 -2.330429 -0.332763 -0.453 -0.159 0.204
H 1.288913 -1.744913 -1.649398 -0.329 1.794 -3.374
C -0.819339 3.073397 0.640649 -2.315 -3.631 -3.974
C -0.187082 1.673721 0.131720 -1.619 -0.275 1.276
C 0.434871 1.740751 -1.266179 3.743 -1.573 2.091
C 0.764400 1.059767 1.111861 3.593 -1.417 0.728
H -1.325873 3.572860 -0.262495 0.755 -0.506 1.435
H -0.057023 3.614400 1.002713 2.498 2.317 1.459
H -1.575717 2.802089 1.352832 -0.236 0.324 0.562
H -0.988019 0.854092 0.182945 0.500 1.702 -0.767
H 1.318495 2.419144 -1.411552 -1.158 0.266 0.588
H 1.047194 0.772865 -1.463777 -1.864 1.025 -0.157
H -0.348575 1.992025 -1.865523 -1.669 0.326 -2.588
H 1.296546 0.143388 0.521857 -1.292 1.873 1.836
H 1.625291 1.753977 1.304313 -0.460 -0.340 -0.234
H 0.493949 0.731852 2.185865 -0.350 0.363 -2.025
```
Forces are in eV/Å.

Summary:
Calculated total energy   -367.546470 hartree
Maximum force   5.86 eV Å⁻¹
Multiplicity   1
HOMO energy   -9.841 eV
LUMO energy   0.80 eV
Energy above the lowest of the compared OMol25 structures with the same formula, charge and spin   222.7 kJ/mol

Results of the natural (NBO) charge analysis, in e, for atoms 1 through 5: number 1, C, carries -0.698; number 2, C, carries 0.697; number 3, N, carries -0.840; number 4, O, carries -0.606; number 5, H, carries 0.227



C6H15NO | the ωB97M-V functional and the def2-TZVPD basis

```
23
Properties=species:S:1:pos:R:3:forces:R:3
C -0.425935 0.075512 2.747914 -0.093 -0.232 -0.097
C -1.386348 0.404436 1.612504 0.899 0.763 0.055
O -2.123588 1.603489 1.871665 -0.060 0.053 0.008
C -0.613210 0.725825 0.334231 -0.646 0.071 -0.548
C 0.005305 -0.462338 -0.397635 -0.798 0.124 0.389
N 0.559747 -0.020259 -1.685956 0.608 -1.273 0.656
C 1.994005 0.235414 -1.511156 -0.295 0.080 0.241
C 0.381925 -1.053019 -2.713951 0.180 0.058 -0.137
H -0.943357 -0.433092 3.565856 0.122 0.353 0.193
H 0.351055 -0.607100 2.408915 -0.001 -0.173 -0.096
H 0.091013 0.985939 3.053235 -0.189 0.002 0.262
H -2.083335 -0.417104 1.477703 -0.120 -0.292 -0.309
H -2.569277 1.565064 2.721890 0.045 -0.202 0.087
H -1.327266 1.177298 -0.358661 -0.091 -0.111 -0.040
H 0.103839 1.538073 0.488981 0.170 -0.246 0.376
H 0.685030 -1.016940 0.263964 0.567 0.190 -0.259
H -0.786220 -1.203171 -0.558441 -0.109 0.224 -0.273
H 2.424980 0.609435 -2.437713 0.107 -0.164 -0.048
H 2.487447 -0.680603 -1.156663 0.270 -0.022 -0.336
H 2.179383 0.978683 -0.735372 -0.234 0.175 -0.046
H 1.049560 -1.938054 -2.709445 0.338 0.419 0.511
H 0.545217 -0.559938 -3.672465 -0.359 -0.232 -0.194
H -0.599973 -1.507548 -2.609400 -0.309 0.435 -0.394
```
Forces are in eV/Å.

Summary:
Calculated total energy   -367.570349 hartree
Maximum force   1.56 eV Å⁻¹
Multiplicity   1
HOMO energy   -8.778 eV
LUMO energy   1.01 eV
Energy above the lowest of the compared OMol25 structures with the same formula, charge and spin   160.0 kJ/mol

Results of the natural (NBO) charge analysis, in e, for atoms 1 through 5: number 1, C, carries -0.639; number 2, C, carries 0.100; number 3, O, carries -0.726; number 4, C, carries -0.417; number 5, C, carries -0.226



C6H15NO | the ωB97M-V functional and the def2-TZVPD basis

```
23
Properties=species:S:1:pos:R:3:forces:R:3
C 0.279981 1.008321 -0.006256 -0.180 -0.587 0.019
C 0.890264 1.308235 -1.350466 -0.016 0.012 0.057
C 1.179239 1.313470 1.172171 -0.055 0.023 -0.053
O -0.972533 1.645121 0.071079 0.152 -0.089 0.019
H -1.270183 1.641360 0.987168 0.045 -0.001 -0.022
H 0.786385 -0.533075 -0.013386 0.326 0.074 -0.005
H 0.677055 1.105254 2.120742 -0.013 -0.003 -0.027
H 1.753658 0.663895 -1.540773 -0.017 -0.004 0.024
H 1.233741 2.347591 -1.400404 -0.014 -0.049 0.022
H 0.159582 1.158896 -2.145404 -0.002 -0.003 0.019
H 1.475337 2.369206 1.169379 -0.017 -0.055 -0.020
H 2.088084 0.707109 1.142774 -0.025 -0.003 -0.024
C -0.955696 -1.217337 1.358865 0.050 0.030 -0.069
C -1.246683 -1.145742 -1.169072 0.103 0.013 0.050
C -0.303590 -1.160407 0.004062 -0.254 0.222 0.007
N 0.911846 -1.882876 -0.058791 -0.142 0.394 -0.036
H 1.135360 -2.031734 -1.043485 -0.039 0.007 0.045
H -1.405442 -2.209517 1.459023 0.019 0.032 -0.025
H -1.973238 -0.337590 -1.094083 0.013 -0.021 0.024
H -0.705919 -1.055730 -2.111311 0.017 -0.010 0.028
H -0.215396 -1.116323 2.150765 0.014 -0.004 -0.035
H -1.745298 -0.474557 1.473565 0.005 -0.010 -0.016
H -1.776552 -2.103571 -1.176162 0.029 0.033 0.018
```
Forces are in eV/Å.

Summary:
Calculated total energy   -367.453348 hartree
Maximum force   0.61 eV Å⁻¹
Multiplicity   1
HOMO energy   -7.088 eV
LUMO energy   0.75 eV
Energy above the lowest of the compared OMol25 structures with the same formula, charge and spin   467.2 kJ/mol

Results of the natural (NBO) charge analysis, in e, for atoms 1 through 5: number 1, C, carries 0.167; number 2, C, carries -0.664; number 3, C, carries -0.677; number 4, O, carries -0.720; number 5, H, carries 0.471